(1)
Computed, not measured: one molecule with the formula C5H12NO, with ωB97M-V/def2-TZVPD.

Structure (ORCA input):
```
! RIJCOSX wB97M-V def2-TZVPD def2/J DEFGRID3
* xyz 0 2
C 0.13337 1.52272 1.24032
O 1.18204 2.14856 1.80424
C 0.51137 0.15207 0.63593
C -0.45719 -0.39964 -0.39383
C -0.01643 -1.66186 -1.10079
C -0.80838 0.63191 -1.50529
N 0.65083 -0.87600 1.68881
H -0.80249 1.50224 1.82388
H -0.09329 2.16922 0.36582
H 1.49067 0.45409 0.25474
H -1.41407 -0.52760 0.10079
H -0.80876 -2.05217 -1.74382
H 0.89178 -1.52461 -1.69289
H 0.15828 -2.46337 -0.37709
H 0.06882 0.77577 -2.14359
H -1.11897 1.61753 -1.15653
H -1.65830 0.30897 -2.11020
H 0.50811 -0.50790 2.62107
H 1.58262 -1.26992 1.68842
*
```

Computed properties:
**Energy relative to the best compared isomer or geometry (same formula, charge and spin)**: 37.4 kJ/mol
**Kohn-Sham gap (spin up / spin down)**: 0.3873 / 0.2952 Ha
**Expectation value of S²**: 0.754
**Calculated total energy**: -8914.79938 eV

---

(2)
Computed, not measured: one molecule with the formula C5H12NO, with ωB97M-V/def2-TZVPD.

Structure (ORCA input):
```
! RIJCOSX wB97M-V def2-TZVPD def2/J DEFGRID3
* xyz 0 2
C -0.59518 -2.30188 -0.54836
O -1.10063 -3.28943 0.30263
C -0.92186 -0.84098 -0.07016
C 0.46263 0.03893 -0.11702
C 0.30306 1.50658 0.03011
C 1.70857 2.25004 -0.00124
N -1.56451 -0.73252 1.22716
H 0.45984 -2.29115 -0.91873
H -1.08235 -2.21591 -1.63974
H -1.43355 -0.41027 -0.90776
H 1.09371 -0.24269 0.75393
H 1.09506 -0.13028 -1.04984
H -0.47615 1.92424 -0.57923
H 0.04030 1.79403 1.07510
H 2.13513 2.30372 -1.08576
H 1.62567 3.41814 0.02137
H 2.31888 1.83824 0.80552
H -1.45694 -1.74897 1.58833
H -2.61170 -0.86985 1.11369
*
```

Computed properties:
**Energy relative to the best compared isomer or geometry (same formula, charge and spin)**: 196.5 kJ/mol
**Kohn-Sham gap (spin up / spin down)**: 0.3870 / 0.2812 Ha
**Expectation value of S²**: 0.756
**Calculated total energy**: -8913.15005 eV

---

(3)
Computed, not measured: a 2-piece molecular cluster, C5H12NO overall, with ωB97M-V/def2-TZVPD.

Structure (ORCA input):
```
! RIJCOSX wB97M-V def2-TZVPD def2/J DEFGRID3
* xyz 1 1
C -0.99056 2.10071 1.57443
C -0.95229 0.99937 0.52344
C -0.44890 -0.30364 1.08071
C -0.62237 -0.79999 2.29520
C 1.14868 -0.61092 -0.74345
N 0.53990 -1.02282 0.30911
H -1.08421 1.79331 2.60986
H -1.70070 2.86491 1.32067
H -0.10903 2.72677 1.48200
H -0.20460 1.30592 -0.21779
H -1.79810 0.86923 -0.13741
H -1.21297 -0.36937 3.08685
H -0.04507 -1.67281 2.57993
H 2.11979 -0.99295 -1.02259
H 0.53953 -0.07750 -1.46479
H 0.96221 -1.84350 0.74046
H 0.66009 0.14098 -4.45600
H 0.91007 -1.33867 -4.43560
O 1.15008 -0.53150 -3.95990
*
```

Computed properties:
**Energy relative to the best compared isomer or geometry (same formula, charge and spin)**: 178.1 kJ/mol
**Kohn-Sham gap**: 0.3383 Ha
**Calculated total energy**: -8908.78291 eV

---

(4)
Computed, not measured: a 2-piece molecular cluster, C5H12NO overall, with ωB97M-V/def2-TZVPD.

Structure (ORCA input):
```
! RIJCOSX wB97M-V def2-TZVPD def2/J DEFGRID3
* xyz 1 1
C -0.24521 -2.94293 -2.19361
C 0.61505 -2.37716 -1.06426
C 0.05891 -1.03640 -0.60970
C 0.55489 0.07955 -0.08290
N -0.38178 1.10260 0.25956
C -0.10206 2.19622 0.87566
H 0.14683 -3.94093 -2.39489
H -1.30317 -3.03574 -1.96135
H -0.12126 -2.28086 -3.04930
H 0.64616 -3.01565 -0.17115
H 1.68179 -2.25486 -1.26886
H -0.97125 -0.99531 -0.97663
H 1.47123 0.21485 0.47821
H -1.27663 1.07768 -0.21121
H 0.89371 2.28143 1.27548
H -0.87778 2.93594 0.89507
H -0.31314 4.76212 3.24504
H -0.17977 3.41201 3.91572
O -0.29654 3.81744 3.03911
*
```

Computed properties:
**Energy relative to the best compared isomer or geometry (same formula, charge and spin)**: 133.9 kJ/mol
**Kohn-Sham gap**: 0.3461 Ha
**Calculated total energy**: -8909.24102 eV

---

(5)
Computed, not measured: a 2-piece molecular cluster, C5H12NO overall, with ωB97M-V/def2-TZVPD.

Structure (ORCA input):
```
! RIJCOSX wB97M-V def2-TZVPD def2/J DEFGRID3
* xyz 1 1
C -2.77302 1.52988 -0.05811
C -2.16646 0.15887 0.27115
C -1.01269 -0.11679 -0.68018
C 0.15152 -0.82016 -0.40984
N 1.17690 -0.76099 -1.34914
C 2.47721 -0.99565 -1.15409
H -3.39578 1.92315 0.67621
H -3.21170 1.61654 -1.10002
H -1.90925 2.16524 -0.16616
H -2.84385 -0.69199 0.15601
H -1.82527 0.20619 1.36277
H -1.11201 0.56969 -1.56061
H 0.15315 -1.47094 0.41908
H 0.79358 -0.61097 -2.26542
H 2.75742 -1.53551 -0.30413
H 3.32164 -0.91714 -1.73398
H 3.71528 -0.63885 2.90442
H 2.62201 0.58540 2.71281
O 3.08133 -0.19596 2.27923
*
```

Computed properties:
**Energy relative to the best compared isomer or geometry (same formula, charge and spin)**: 236.2 kJ/mol
**Kohn-Sham gap**: 0.3148 Ha
**Calculated total energy**: -8908.18114 eV

---

(6)
Computed, not measured: an isolated ion of composition C5H12NO and charge +1, with ωB97M-V/def2-TZVPD.

Structure (ORCA input):
```
! RIJCOSX wB97M-V def2-TZVPD def2/J DEFGRID3
* xyz 1 1
C -2.17609 0.58884 0.12888
C -0.75535 0.05682 -0.13357
N -0.85818 -1.52794 0.44023
C 0.40607 0.75139 0.51273
C 1.75825 0.86052 -0.35643
C 2.21613 -0.41980 -0.96709
O 1.63109 -1.50247 -0.53080
H -2.86526 -0.27492 0.03081
H -2.37928 1.58982 -0.48070
H -2.17097 0.85408 1.17299
H -0.61351 -0.01606 -1.21959
H -1.04098 -1.29826 1.43747
H 0.15561 -1.87248 0.24324
H -1.49705 -1.99948 -0.28635
H 0.65022 0.16737 1.46369
H 0.10110 1.74965 0.80657
H 2.37234 1.36554 0.34116
H 1.78351 1.60079 -1.18627
H 3.28234 -0.67340 -1.41696
*
```

Computed properties:
**Structure (SMILES)**: C[C@H]([NH3+])CCC=O
**Energy relative to the best compared isomer or geometry (same formula, charge and spin)**: 178.4 kJ/mol
**Kohn-Sham gap**: 0.3959 Ha
**Calculated total energy**: -8908.78025 eV

---

(7)
Computed, not measured: a 2-piece molecular cluster, C5H12NO overall, with ωB97M-V/def2-TZVPD.

Structure (ORCA input):
```
! RIJCOSX wB97M-V def2-TZVPD def2/J DEFGRID3
* xyz 1 3
C -2.21573 0.20807 -0.08999
C 0.34262 -0.33732 1.44959
C 0.43561 -1.76266 -0.72744
C 1.44383 1.83729 -0.22850
C 0.68521 -0.45218 -0.00511
N 0.97367 0.55898 -0.76045
O -3.51138 -0.01805 -0.30987
H -2.04579 1.05841 0.72519
H -0.22423 -1.22093 1.66876
H -0.04290 0.68996 1.68753
H 1.28510 -0.21980 2.04990
H -0.45461 -2.27539 -0.59362
H 1.09476 -2.41113 -0.27350
H 0.44795 -1.55721 -1.71631
H 1.74935 1.86360 0.89371
H 2.21293 2.02153 -0.93355
H 0.53546 2.49576 -0.34085
H -3.52451 -0.86565 -0.75775
H 0.81269 0.38674 -1.73774
*
```

Computed properties:
**Energy relative to the best compared isomer or geometry (same formula, charge and spin)**: 128.1 kJ/mol
**Kohn-Sham gap (spin up / spin down)**: 0.2580 / 0.4184 Ha
**Expectation value of S²**: 2.004
**Calculated total energy**: -8904.85798 eV

---

(8)
Computed, not measured: a 2-piece molecular cluster, C5H12NO2 overall, with ωB97M-V/def2-TZVPD.

Structure (ORCA input):
```
! RIJCOSX wB97M-V def2-TZVPD def2/J DEFGRID3
* xyz -1 1
C -1.52005 -0.92901 1.04039
O -2.01889 -1.90378 1.73922
C -0.16772 -1.35649 0.44659
C 1.01614 -0.38897 0.17575
C 1.44608 -0.41737 -1.24408
C 2.17857 1.81039 -1.76719
N 2.52865 0.56403 -1.52360
H -2.17066 -0.56632 0.16548
H -1.28405 -0.02367 1.53130
H -0.21556 -2.16040 -0.43489
H 0.13115 -1.96893 1.37829
H 1.90808 -0.42800 0.89100
H 0.60089 0.61842 0.44562
H 0.55953 -0.29689 -1.83736
H 1.85875 -1.37323 -1.57280
H 3.09618 2.36432 -1.88015
H 1.22765 2.34320 -1.63114
H -3.09789 1.61343 1.24403
H -1.96490 1.62876 0.26834
O -2.48960 2.15250 0.78437
*
```

Computed properties:
**Energy relative to the best compared isomer or geometry (same formula, charge and spin)**: 453.9 kJ/mol
**Kohn-Sham gap**: 0.2247 Ha
**Calculated total energy**: -10962.28626 eV